Below is 2 unconnected molecules or ions with the total composition C6H8OSi, with properties calculated with ωB97M-V with the def2-TZVPD basis set.

The geometry in XYZ format:
```
16
Properties=species:S:1:pos:R:3:forces:R:3
C 2.632079 1.797755 -0.455973 -1.4 -1.9 0.9
C 2.997901 -2.915223 -0.937793 -2.3 2.1 0.7
C 2.044449 0.848946 0.026724 0.5 -1.0 0.0
C 2.160402 -2.097559 -0.616782 0.8 -0.2 0.8
C -1.055507 1.708061 0.410257 0.6 -2.3 2.0
C -1.165032 -0.305698 -0.898420 2.3 0.7 1.2
O -1.757460 0.444148 0.104454 0.4 1.2 -0.1
Si 1.195146 -0.840041 0.319146 -1.6 1.5 -3.7
H 2.909205 2.650161 -0.965309 0.7 1.3 -0.6
H 3.655602 -3.602227 -1.286294 1.6 -1.6 -0.8
H -1.325928 2.501816 -0.224857 -0.3 0.8 -1.1
H 0.054702 1.552343 0.443592 -1.2 0.1 -0.5
H -1.288347 1.997613 1.460865 -0.4 -0.4 -0.8
H -0.785090 0.286158 -1.732850 0.2 0.1 0.1
H -1.812148 -1.085820 -1.289261 0.1 -0.3 0.6
H 0.799164 -1.211797 1.624964 0.1 -0.2 1.2
```
Positions in Å, forces in eV/Å.

## Properties
ΔE to the lowest compared entry with this formula, charge and spin = 124.00 kcal/mol
molar mass = 124.21 g/mol
gap between HOMO and LUMO = 7.964 eV
HOMO = -7.7024 eV
2S+1 = 1
F_max = 0.085 Eh/bohr
energy = -597.9110 Eh